Version 1
16
Properties=species:S:1:pos:R:3:nbo_charge:R:1 method="wB97M-V/def2-TZVPD" e_homo_ev=-8.81 e_lumo_ha=-0.052 gap_ev=7.4 molar_mass_g_mol=128.200
H -0.87397 1.92046 -0.35925 0.3251
N 0.11551 1.44406 -0.42915 -0.6520
C -0.21780 0.17118 0.03590 0.2995
N 0.78727 -0.72771 0.07669 -0.5946
C 2.17105 -0.22932 0.04722 -0.0236
C 3.30714 -0.93322 -0.20399 -0.4689
C -1.62927 -0.21186 0.00489 -0.0259
C -2.76914 0.76993 0.02264 -0.7173
S -1.96880 -1.90884 -0.19544 -0.0162
H 0.50336 -1.62634 0.42819 0.4192
H 2.01724 0.86331 0.28106 0.2442
H 4.32428 -0.32016 0.24460 0.2281
H 3.36677 -2.06602 -0.42931 0.2254
H -2.71306 1.15316 1.03973 0.2454
H -3.62667 0.16933 0.22335 0.2572
H -2.79392 1.53207 -0.78715 0.2545

***

Version 2
16
Properties=species:S:1:pos:R:3:nbo_charge:R:1 method="wB97M-V/def2-TZVPD" e_homo_ev=-7.46 e_lumo_ha=0.011 gap_ev=7.8 molar_mass_g_mol=128.200
C 1.07175 0.67336 0.32211 0.0932
C -0.23261 1.06954 0.09596 -0.2997
C -1.11430 0.06414 -0.18097 0.0460
C -0.61429 2.48880 -0.03616 -0.6253
C 0.12152 -2.54800 -0.34010 -0.4527
N 1.21022 -0.60220 0.31664 -0.3544
N 0.04404 -1.29284 0.43151 -0.2721
S -2.63952 -0.26268 -0.54442 -0.0596
H 1.88049 1.42515 0.63408 0.2236
H -1.70104 2.55866 0.40519 0.2310
H -0.53230 2.80217 -1.08461 0.2309
H -0.07042 2.98113 0.79575 0.2201
H 0.82036 -2.28384 -1.13445 0.1874
H 0.61101 -3.27332 0.31135 0.1906
H -0.95257 -2.74945 -0.42661 0.2435
H 2.09766 -1.05062 0.43471 0.3973

***

Tell me which of them is the most stable. Sure, it is version 1.